153
Properties=species:S:1:pos:R:3:lowdin_charge:R:1 method="wB97M-V/def2-TZVPD" homo_energy_ev=-8.970 de_lowest_kcal_mol=67.7 smiles=COC[C@H](C)N.COC[C@H](C)N.COC[C@H](C)N.COC[C@H](C)N.COC[C@H](C)N.COC[C@H](C)N.COC[C@H](C)N.COC[C@H](C)N.COC[C@H](C)N max_force_ev_per_a=2.98 e_tot_ev=-70769.3752 homo_lumo_gap_ev=9.41
C -3.62912 0.59833 4.02709 -0.08
C -4.28717 -0.65256 3.60749 -0.47
C -3.33332 -1.82140 3.60484 -0.22
O -4.12800 -2.96520 3.38457 -0.19
C -3.21799 -4.00755 3.06951 -0.10
N -5.45202 -0.96647 4.44448 0.06
H -3.15058 0.48564 4.99750 0.09
H -4.32941 1.45209 3.97005 0.09
H -2.78921 0.75563 3.33503 0.06
H -4.59382 -0.51421 2.56695 0.12
H -2.74307 -2.01003 4.57713 0.15
H -2.56733 -1.74355 2.79907 0.11
H -3.70507 -4.95926 2.96413 0.09
H -2.53673 -4.08080 3.92302 0.08
H -2.59906 -3.76290 2.21581 0.07
H -5.61948 -1.97900 4.38814 0.07
H -5.06775 -0.82039 5.38287 0.07
C -1.50724 -2.48977 -4.47513 -0.05
C -2.85754 -1.92369 -5.06892 -0.43
C -3.98238 -2.30246 -4.15717 -0.23
O -3.54331 -1.89444 -2.86801 -0.23
C -4.69626 -2.04928 -1.94070 -0.05
N -2.80353 -0.50549 -5.29416 0.05
H -1.71258 -3.49916 -4.05690 0.08
H -1.18575 -1.84178 -3.68294 0.03
H -0.68871 -2.60693 -5.21843 0.08
H -3.01080 -2.43002 -6.00416 0.13
H -4.31979 -3.34143 -4.14894 0.13
H -4.86393 -1.70459 -4.37020 0.12
H -5.65188 -1.56803 -2.27726 0.11
H -4.38906 -1.60085 -1.04585 0.04
H -4.86155 -3.08352 -1.78350 0.07
H -2.18509 -0.26887 -6.02445 0.06
H -2.52535 -0.02335 -4.41364 0.07
C 2.39890 -4.44099 7.52933 -0.08
C 2.64238 -4.40557 6.02967 -0.41
C 2.98674 -2.98275 5.45206 -0.19
O 2.00595 -2.03220 5.78942 -0.20
C 0.59927 -2.29327 5.52913 -0.07
N 3.88641 -5.29760 5.79279 0.01
H 1.94408 -5.34659 7.89854 0.07
H 1.77977 -3.61149 7.85171 0.06
H 3.37794 -4.23152 8.02046 0.09
H 1.73552 -4.80943 5.53196 0.12
H 3.06851 -3.09670 4.37859 0.10
H 3.95834 -2.79454 5.94580 0.14
H 0.51259 -2.62333 4.48537 0.08
H -0.07107 -1.47814 5.76085 0.08
H 0.33615 -3.14686 6.15861 0.07
H 4.03902 -5.34973 4.78313 0.05
H 3.69353 -6.29000 5.99094 0.07
C 2.67958 -1.75230 -3.16322 -0.06
C 3.03414 -0.70582 -4.22250 -0.43
C 4.51194 -0.22345 -4.05579 -0.20
O 5.35299 -1.33382 -4.44919 -0.22
C 6.73297 -0.89889 -4.63613 -0.06
N 2.66174 -1.04589 -5.57382 0.05
H 2.73527 -1.24961 -2.22107 0.04
H 3.37366 -2.58146 -3.24267 0.08
H 1.65842 -2.07605 -3.31677 0.06
H 2.47717 0.23259 -3.94122 0.13
H 4.69257 0.08549 -2.99414 0.13
H 4.78911 0.66154 -4.65852 0.10
H 7.30100 -1.81393 -4.79080 0.09
H 6.98004 -0.26565 -3.78981 0.08
H 6.64996 -0.20397 -5.42818 0.05
H 2.84092 -0.24801 -6.14351 0.06
H 3.14784 -1.87778 -5.89527 0.08
C 6.84335 3.22281 -6.43067 -0.06
C 5.53333 3.93454 -6.82263 -0.40
C 4.81101 4.32110 -5.52652 -0.22
O 4.43510 3.11109 -4.89592 -0.21
C 3.91769 3.39882 -3.64404 -0.13
N 5.90133 5.18752 -7.60859 0.03
H 7.48090 3.78153 -5.72777 0.09
H 7.34147 3.00723 -7.38846 0.08
H 6.58324 2.28200 -6.03441 0.03
H 4.83513 3.24903 -7.35842 0.14
H 3.90064 4.88687 -5.72940 0.13
H 5.50140 4.89173 -4.88519 0.13
H 3.07549 4.08283 -3.65798 0.08
H 4.70576 3.93773 -3.00944 0.11
H 3.64768 2.45354 -3.16628 0.07
H 4.99514 5.47093 -7.96437 0.06
H 6.50269 5.00022 -8.39431 0.05
C -5.11057 2.71548 -3.89878 -0.08
C -4.50941 3.14332 -2.58437 -0.46
C -4.89973 2.13322 -1.49893 -0.16
O -4.18575 2.41579 -0.21698 -0.19
C -4.22132 1.27462 0.63753 -0.13
N -3.06058 3.38181 -2.76271 0.04
H -5.04978 3.47572 -4.72628 0.09
H -6.17294 2.39375 -3.79804 0.09
H -4.57782 1.82326 -4.26560 0.06
H -4.90856 4.10335 -2.20637 0.14
H -4.56064 1.15213 -1.91714 0.12
H -5.96751 2.11944 -1.30961 0.12
H -3.67755 0.41803 0.26507 0.05
H -5.24150 0.88069 0.81040 0.10
H -3.81702 1.50030 1.62682 0.06
H -2.61781 2.53237 -3.12123 0.04
H -2.61804 3.48720 -1.84216 0.06
C -4.85964 4.95782 5.08486 -0.07
C -3.63257 4.58827 5.89416 -0.49
C -2.49776 4.56170 4.92305 -0.21
O -1.25874 4.18195 5.59518 -0.21
C -0.09575 4.34758 4.75618 -0.09
N -3.38985 5.49490 6.99005 0.05
H -5.79978 4.95143 5.67922 0.09
H -5.03154 4.15686 4.35542 0.07
H -4.77966 5.89377 4.55974 0.07
H -3.70607 3.52889 6.15757 0.13
H -2.44708 5.50760 4.36728 0.13
H -2.70396 3.77735 4.17430 0.12
H -0.10198 5.31742 4.26110 0.08
H -0.11848 3.52628 4.00612 0.08
H 0.79119 4.25353 5.39706 0.09
H -4.06945 5.35792 7.71684 0.07
H -2.43646 5.31592 7.34210 0.08
C 0.50960 1.25421 -1.37238 -0.06
C -0.37174 0.03206 -1.34273 -0.43
C -0.38618 -0.66996 0.01353 -0.15
O -0.83462 0.26785 1.03512 -0.18
C -0.23960 0.02551 2.28370 -0.12
N -1.67338 0.48278 -1.79034 0.06
H 1.52774 1.03293 -0.98320 0.08
H 0.10657 2.08041 -0.76683 0.09
H 0.63628 1.58895 -2.40223 0.07
H -0.00993 -0.65544 -2.13297 0.12
H 0.61348 -1.02445 0.22788 0.09
H -1.09910 -1.50024 0.05355 0.12
H 0.86773 -0.01622 2.27349 0.08
H -0.52175 -0.88214 2.89599 0.08
H -0.55483 0.82875 2.92046 0.07
H -2.36314 -0.29166 -1.81016 0.06
H -2.09796 1.08750 -1.09508 0.05
C 3.46916 -1.13505 1.16884 -0.04
C 3.71978 -2.61832 0.83586 -0.44
C 2.45193 -3.39224 0.51416 -0.24
O 1.53762 -3.39330 1.56635 -0.21
C 0.36803 -4.11631 1.20223 -0.09
N 4.83777 -2.70528 -0.07961 0.03
H 2.73809 -1.09683 1.95325 0.04
H 3.04028 -0.59755 0.29586 0.07
H 4.36689 -0.65317 1.52325 0.08
H 4.05960 -3.13894 1.78983 0.15
H 2.67124 -4.42481 0.28346 0.12
H 1.90279 -2.97494 -0.35143 0.12
H 0.56842 -5.13515 0.92595 0.09
H -0.21235 -3.58230 0.42657 0.08
H -0.12378 -4.04756 2.17358 0.08
H 5.22482 -3.64284 -0.30899 0.09
H 4.61380 -2.22237 -0.96756 0.06